No. 1
A cluster of 2 separate species, C16H41FN5O6P3 in total. Source: the OMol25 dataset; level of theory: ωB97M-V with the def2-TZVPD basis set.

Geometry as XYZ:
```
72
Properties=species:S:1:pos:R:3:forces:R:3
C 5.78468 1.80091 -2.25561 -0.779 -0.075 -0.846
C 4.38445 2.32259 -2.55481 0.940 -0.284 -0.056
N 3.76237 3.08159 -1.75729 -0.219 0.064 0.185
C 3.80388 1.84576 -3.87596 -0.709 0.555 1.012
C 2.52709 2.60325 -4.31848 0.936 0.048 -0.920
O 1.41900 1.72307 -4.43718 -0.371 -0.080 0.112
C 0.82753 1.53532 -3.16120 0.049 0.598 0.785
P 0.10144 -0.17859 -3.03063 0.410 -0.558 -1.401
P 1.41004 -1.25478 -1.65641 -0.965 -0.357 1.904
O 0.58690 -2.08932 -0.77468 -0.547 -0.282 -0.243
O 2.46410 -2.16521 -2.45398 0.052 1.241 -0.274
O 2.24647 -0.22634 -0.71340 0.461 -0.092 -1.290
C -0.15376 2.68884 -2.81415 0.410 -0.271 -0.333
C -1.53325 2.45502 -3.42741 -0.470 -0.064 -0.627
C -1.48931 2.36736 -4.96220 0.866 0.262 0.951
F -2.79010 2.28684 -5.41876 0.039 0.047 -0.259
N -0.15518 2.83759 -1.37218 -1.050 -0.292 -0.187
C -0.81877 4.03563 -0.88200 0.336 0.125 1.139
C 0.12564 5.25645 -0.62826 0.036 -0.040 0.251
O 1.40838 5.12458 -1.21390 -0.102 0.085 -0.149
H 6.41661 2.08610 -3.10176 0.230 0.022 0.259
H 6.16844 2.17722 -1.31079 0.079 -0.079 -0.044
H 5.73285 0.70817 -2.27013 0.188 0.041 0.219
H 4.37626 3.23813 -0.95685 -0.223 0.123 0.104
H 3.51808 0.80251 -3.69300 0.203 -0.051 -0.312
H 4.58642 1.88457 -4.63328 -0.078 -0.159 -0.037
H 2.32332 3.47732 -3.69380 -0.065 -0.285 0.267
H 2.71628 3.00119 -5.31906 -0.225 -0.135 -0.013
H 1.65136 1.58374 -2.43340 -0.195 0.015 0.053
H -1.10254 -0.15456 -2.29593 0.582 0.277 0.456
H 2.20688 -2.21198 -3.38850 0.200 -0.084 0.114
H 1.62465 0.43963 -0.38288 0.098 -0.158 0.115
H 0.24367 3.60304 -3.28803 0.128 -0.175 -0.068
H -2.03823 1.54937 -3.08028 0.189 0.085 0.298
H -2.22132 3.27795 -3.21663 0.150 0.018 0.173
H -0.90222 1.51458 -5.30806 -0.330 -0.120 -0.101
H -0.97827 3.26274 -5.33380 -0.395 0.019 -0.316
H 0.77758 2.74303 -0.99507 0.083 0.308 -0.190
H -1.65140 4.35975 -1.50278 0.147 -0.353 -0.305
H -1.26398 3.77104 0.08471 -0.089 0.161 -0.096
H -0.32824 6.16526 -1.02794 0.116 -0.053 -0.082
H 0.23877 5.41773 0.45044 -0.102 -0.051 -0.067
H 1.98397 4.61368 -0.63361 -0.029 0.022 -0.262
O -1.69220 -1.59124 5.36458 1.407 2.072 -2.578
P -1.72667 -2.46107 4.12659 -2.637 -5.288 2.938
N -3.42024 -2.70935 4.02133 -0.487 0.497 -0.164
C -4.12606 -3.97132 3.99512 0.291 -0.354 -0.286
C -4.26670 -1.53228 3.90453 0.285 0.342 0.046
N -0.90535 -3.82096 4.78251 0.273 0.058 0.259
C -1.34399 -5.19820 4.68651 0.155 -0.217 -0.523
C -0.16823 -3.62355 6.02435 -0.085 0.251 0.151
N -1.42950 -3.09463 2.52124 1.292 2.851 -0.117
C 0.00348 -2.98643 2.13570 0.369 -0.469 0.174
C -2.18703 -2.46907 1.41990 -0.586 -0.142 -0.092
H -3.72007 -4.66377 3.25052 0.066 -0.036 0.098
H -5.17318 -3.83475 3.72199 0.047 0.243 -0.007
H -4.11752 -4.45814 4.97616 0.026 -0.097 -0.068
H -4.34360 -1.18975 2.86164 -0.150 0.024 0.027
H -3.87200 -0.70265 4.49478 0.087 -0.066 0.003
H -5.27666 -1.72125 4.26898 0.044 -0.143 0.038
H -2.11113 -5.43796 5.43298 -0.003 -0.039 -0.014
H -0.50032 -5.87549 4.85318 0.046 0.099 0.095
H -1.71693 -5.44556 3.69410 -0.131 0.188 0.017
H -0.83014 -3.62692 6.89874 0.074 0.036 0.065
H 0.37817 -2.68429 6.00914 -0.143 0.057 0.055
H 0.57523 -4.41471 6.15389 -0.123 -0.130 -0.153
H 0.32029 -1.94292 2.06619 0.019 -0.014 -0.235
H 0.17417 -3.46198 1.17307 -0.184 0.139 -0.074
H 0.64992 -3.48847 2.85268 -0.224 0.021 0.211
H -2.08781 -1.38027 1.41596 0.020 0.010 -0.164
H -3.24465 -2.72643 1.47067 0.009 0.060 0.271
H -1.83183 -2.84732 0.46184 0.260 0.030 0.107
```
Positions in Å, forces in eV/Å.

As for the total energy: -2483.3676 Ha. The HOMO energy comes out at -0.2882 Eh. The calculation puts the LUMO energy at 0.2 eV. As for the SMILES: [H]/N=C(\C)CCO[C@H](PP(=O)(O)O)[C@@H](CCF)NCCO.CN(C)P(=O)(N(C)C)N(C)C. As for the net charge: 0. As for the frontier orbital gap: 8.00 eV.

No. 2
A cluster of 2 separate species, C16H41N2OP2 in total. Source: the OMol25 dataset; level of theory: ωB97M-V with the def2-TZVPD basis set.

Geometry as XYZ:
```
62
Properties=species:S:1:pos:R:3:forces:R:3
C 1.88529 -5.09309 -1.64428 -0.859 -0.082 -0.593
C 1.70140 -3.48477 -2.04736 0.295 -1.000 1.037
C 2.00271 -2.64775 -0.63837 0.834 -0.593 -0.283
C 2.85345 -1.26270 -0.88598 -0.230 -0.223 0.347
C 2.11924 -0.17291 -1.87089 -0.316 0.361 0.585
C 0.48802 -0.26291 -1.60835 0.578 1.019 -0.357
C -0.28255 1.14760 -2.05894 0.984 -0.508 -1.257
C -1.80462 0.91255 -2.61981 1.091 0.088 -1.164
P -3.10486 0.47767 -1.29175 -0.148 0.337 0.818
C -2.34615 -0.32611 0.26489 0.645 -1.605 1.259
N -3.41411 -0.31792 1.37527 1.153 0.549 -0.139
P -4.34542 -1.08734 -2.24408 -0.110 -0.764 -1.188
C -3.13785 -2.32458 -3.12892 0.962 -1.128 0.109
C -5.24516 -2.15826 -0.94192 -0.262 -1.368 0.785
H 0.92947 -5.41322 -1.00527 2.284 0.607 -1.219
H 1.90706 -5.79641 -2.59868 -0.099 1.577 1.944
H 2.87771 -5.28527 -1.05076 -2.003 0.490 -1.080
H 0.60570 -3.30378 -2.42307 2.167 -0.352 0.651
H 2.45957 -3.23055 -2.90406 -1.423 -0.243 1.752
H 2.70542 -3.35922 0.01167 -1.494 1.624 -1.339
H 1.02251 -2.50862 0.00009 1.884 -0.122 -1.442
H 3.91317 -1.58974 -1.29477 -2.145 0.871 0.869
H 2.98680 -0.74599 0.17999 -0.096 -1.053 -2.200
H 2.40979 -0.29438 -3.01928 -0.771 0.137 2.558
H 2.46358 0.91458 -1.53457 -0.558 -2.198 -0.833
H 0.10048 -1.16906 -2.24309 0.410 1.770 1.530
H 0.34878 -0.40571 -0.45379 0.071 -0.080 -2.264
H -0.18235 1.98076 -1.23299 -0.451 -1.673 -1.462
H 0.35330 1.54700 -2.98686 -1.425 -0.694 1.963
H -2.17729 1.90399 -3.17016 0.736 -2.175 1.366
H -1.75285 0.07731 -3.45420 0.024 1.695 1.716
H -2.13900 -1.48394 0.06061 0.046 2.550 0.531
H -1.41712 0.23474 0.71307 -1.203 -1.155 -1.364
H -3.40349 0.62903 1.83469 -0.159 -1.417 -0.599
H -3.16343 -1.03773 2.09238 -0.238 1.002 -0.858
H -2.59797 -1.84594 -4.05049 -1.178 -0.710 1.786
H -3.72563 -3.27227 -3.55300 1.191 2.109 1.114
H -2.28984 -2.68356 -2.37510 -1.726 0.489 -1.614
H -5.33479 -1.66669 0.12039 0.244 -0.874 -2.214
H -4.64679 -3.16675 -0.85506 -1.122 1.897 0.078
H -6.32828 -2.46324 -1.33625 2.423 0.927 0.750
C 1.77174 2.48133 1.20782 -0.474 -0.138 0.125
N 1.04135 2.32115 2.54238 0.155 -0.097 0.022
C 0.96337 0.82738 2.85968 0.046 0.690 0.017
C -0.37052 2.86872 2.41543 0.585 -0.067 0.120
C 1.81876 3.01183 3.69520 -0.085 0.309 -0.695
C 1.96465 4.53885 3.55265 -0.026 -0.018 -0.196
O 2.66985 4.87830 2.36688 -0.100 0.495 -0.022
H 1.33899 1.77110 0.49567 0.044 -0.022 0.249
H 1.61220 3.49266 0.82647 0.245 -0.248 0.287
H 2.83222 2.26335 1.35955 -0.242 0.152 -0.031
H 0.41151 0.32929 2.05776 0.122 0.131 0.119
H 0.44111 0.70412 3.81297 0.127 0.017 -0.187
H 1.98233 0.43516 2.92435 -0.217 0.083 -0.023
H -0.31921 3.92117 2.12217 0.003 -0.273 0.074
H -0.86993 2.76229 3.38245 0.070 0.013 -0.193
H -0.89522 2.29697 1.64615 0.116 0.058 0.106
H 2.80852 2.54054 3.72001 -0.248 0.060 -0.080
H 1.28604 2.77494 4.62285 0.065 0.064 -0.222
H 2.53301 4.92460 4.40545 -0.236 -0.354 0.239
H 0.98955 5.03627 3.54392 -0.060 -0.168 0.210
H 2.69580 5.85514 2.30921 0.105 -0.768 0.000
```
Positions in Å, forces in eV/Å.

As for the total energy: -1501.2166 Ha. The HOMO energy comes out at -0.3627 Eh. The calculation puts the LUMO energy at -2.6 eV. As for the net charge: +1. As for the frontier orbital gap: 7.32 eV.

No. 3
A cluster of 3 separate species, C16H41N7O4P2 in total. Source: the OMol25 dataset; level of theory: ωB97M-V with the def2-TZVPD basis set.

Geometry as XYZ:
```
70
Properties=species:S:1:pos:R:3:forces:R:3
C 0.71448 0.21351 3.53936 0.553 -6.771 1.482
C 0.80875 -1.03668 3.96260 -0.519 5.293 -3.397
C 0.87537 -2.65779 4.09822 -0.842 1.690 1.851
N 2.22161 -3.22570 3.76925 -0.480 -0.408 -2.240
C 2.67183 -2.89743 2.39495 3.010 4.638 -0.968
O 3.33764 -1.80696 2.23094 -3.395 -5.666 0.616
O 2.48377 -3.70831 1.22647 -0.702 0.704 2.601
H 0.66353 1.23897 2.99454 0.058 -2.243 1.635
H -0.00597 -3.16183 3.55172 1.331 1.113 0.528
H 0.69879 -2.86136 5.23541 0.381 0.245 -2.088
H 2.26755 -4.24658 3.96725 -0.343 1.040 -0.365
H 1.63892 -4.22087 1.25455 0.905 0.459 0.304
O 0.03763 -5.17485 -2.67595 -2.764 0.167 -3.118
P 0.85803 -4.45040 -3.76344 5.480 0.200 5.763
N 2.06140 -5.64985 -3.75673 1.521 -1.499 -0.338
C 3.41587 -5.65740 -3.24616 -0.059 0.014 0.160
C 1.71917 -6.92640 -4.37642 -0.470 0.372 0.049
N 1.19590 -3.09542 -2.76368 -0.832 0.672 0.671
C 2.51354 -2.59681 -2.40347 0.371 0.530 -0.714
C 0.31772 -2.89206 -1.60079 -0.372 -0.222 -0.280
N 1.75757 -3.60212 -5.04629 -2.652 0.487 -2.312
C 0.76500 -3.22535 -6.07609 -0.106 0.735 -0.072
C 2.98261 -3.97904 -5.73502 0.295 -0.663 0.109
H 4.12087 -5.95561 -4.02902 0.082 -0.087 -0.060
H 3.52218 -6.37080 -2.41852 0.005 0.019 0.007
H 3.75939 -4.69811 -2.88420 -0.162 0.193 0.045
H 1.62247 -6.80320 -5.46158 -0.033 -0.204 -0.229
H 0.77068 -7.30654 -3.99212 -0.053 -0.014 -0.008
H 2.47209 -7.70002 -4.19850 0.032 0.306 0.082
H 2.98559 -3.22220 -1.63989 -0.024 -0.002 0.064
H 2.44720 -1.58511 -1.99163 -0.176 -0.101 0.017
H 3.18132 -2.50335 -3.26202 -0.103 -0.252 -0.030
H 0.57028 -3.58791 -0.79369 -0.103 -0.062 0.034
H -0.73059 -3.03298 -1.87043 0.224 -0.180 0.071
H 0.39459 -1.87622 -1.20681 0.346 0.030 -0.205
H 0.40521 -4.11009 -6.61090 -0.007 0.148 -0.223
H 1.17206 -2.51257 -6.80234 0.051 -0.143 0.127
H -0.09546 -2.73346 -5.60918 -0.009 -0.122 0.109
H 2.93040 -4.97267 -6.18999 0.179 -0.064 0.027
H 3.85012 -3.90581 -5.07978 -0.182 -0.309 0.173
H 3.20482 -3.27260 -6.54406 -0.492 0.067 0.127
O -0.59122 3.83717 2.60586 1.682 1.495 3.475
P -1.56273 4.99655 2.90744 -3.352 -2.432 -6.757
N -2.90029 3.95193 2.98222 -1.781 -1.110 0.355
C -4.00816 3.73354 2.07667 0.114 -0.081 -0.115
C -3.00284 3.10031 4.16371 0.526 0.286 -0.010
N -1.32591 5.74062 1.37738 1.075 0.308 -0.605
C -2.35519 6.03856 0.39579 -0.400 0.811 0.312
C -0.10915 5.36710 0.63715 0.198 -0.172 0.419
N -2.64665 6.35783 3.29024 1.848 1.457 2.648
C -1.97028 7.15058 4.33999 0.214 0.692 -0.205
C -4.07145 6.36400 3.58556 -0.364 -0.636 0.096
H -4.96241 3.84374 2.60204 -0.109 -0.045 0.057
H -3.97986 2.72041 1.65489 0.004 0.016 -0.012
H -4.04392 4.42285 1.24428 0.191 0.152 -0.056
H -3.22623 3.70947 5.04750 -0.074 -0.072 0.284
H -2.06700 2.56851 4.34578 0.035 -0.020 0.036
H -3.79019 2.34579 4.07606 0.059 0.232 -0.212
H -2.67281 5.13880 -0.14013 0.012 -0.064 -0.030
H -1.98423 6.74359 -0.35474 0.159 -0.070 0.102
H -3.22722 6.53038 0.83093 0.032 -0.224 0.153
H -0.21998 4.38137 0.17294 0.104 -0.069 0.023
H 0.76109 5.34882 1.29568 -0.219 -0.176 -0.076
H 0.12202 6.08753 -0.15081 -0.358 0.158 0.058
H -1.95891 6.60733 5.29016 -0.035 0.234 0.118
H -2.44661 8.12553 4.49406 -0.034 -0.186 -0.063
H -0.93386 7.35536 4.04971 0.021 -0.161 -0.034
H -4.34219 5.69277 4.40598 -0.170 -0.064 -0.062
H -4.66582 6.14119 2.69990 0.165 -0.361 0.053
H -4.40191 7.36835 3.87717 0.513 -0.008 0.043
```
Positions in Å, forces in eV/Å.

As for the total energy: -2000.7950 Ha. The HOMO energy comes out at -0.2824 Eh. For the relative energy (zero: lowest compared OMol25 entry of this formula, charge and spin), the calculation gives 0.0000 eV. The calculation puts the LUMO energy at -0.9 eV. As for the SMILES: CN(C)P(=O)(N(C)C)N(C)C.CN(C)P(=O)(N(C)C)N(C)C.C#CCNC(=O)O. As for the net charge: 0. As for the frontier orbital gap: 6.80 eV.